A | Density functional theory data (the ωB97M-V functional and the def2-TZVPD basis) for a single C4H8ClNO molecule.

Positions of all 15 atoms, in Å:
Cl  -2.6570  -0.5013  -0.0721
O  0.1254  0.3659  -1.7910
N  -1.0596  0.2280  0.3769
C  1.2689  -0.9054  0.3652
C  0.2642  -1.9233  -0.1001
C  -0.0294  -0.4486  -0.2666
C  -1.0997  1.6726  0.2789
H  -0.5699  -2.4436  0.6446
H  -1.7767  2.1763  0.9506
H  -0.0945  1.9170  0.4937
H  0.2707  -2.5549  -0.9841
H  0.8536  0.9291  -1.4926
H  1.4051  -0.5673  1.4027
H  2.0706  -0.9075  -0.2673
H  -1.3023  1.9718  -0.7280

net charge	0
HOMO level	-9.234	eV
LUMO	0.68	eV



B | Density functional theory data (the ωB97M-V functional and the def2-TZVPD basis) for a single C4H8ClNO molecule.

Positions of all 15 atoms, in Å:
Cl  3.5712  0.2078  -0.2495
O  0.9642  1.4458  0.4532
N  1.3522  -1.0288  0.4011
C  2.3054  -0.2314  0.7685
C  0.0954  0.9426  -0.4324
C  -1.2488  0.6228  0.0947
C  0.6744  -0.6011  -0.7632
H  2.4992  -0.2607  1.8852
H  -1.0762  0.2664  1.0999
H  -1.6115  1.6456  0.0231
H  -0.0973  -1.2700  -1.0341
H  -1.9431  0.0156  -0.4361
H  1.3720  -0.4065  -1.5728
H  0.9094  -1.3323  1.2579
H  0.0537  1.4577  -1.3988

net charge	0
HOMO level	-8.445	eV
LUMO	0.68	eV



C | Density functional theory data (the ωB97M-V functional and the def2-TZVPD basis) for 2 unconnected molecules or ions with the total composition C4H8ClNO.

Positions of all 15 atoms, in Å:
Cl  3.7712  0.3565  0.8130
O  0.4090  1.5500  -1.7182
N  0.4833  0.5602  -0.9373
C  -1.8186  -0.1524  -0.5473
C  0.2141  -1.1585  0.6663
C  -0.3197  -0.2288  -0.3345
C  3.1157  0.8260  -0.6491
H  1.1353  -0.8528  1.1240
H  3.3104  0.0698  -1.5410
H  0.4709  -2.0570  0.1256
H  -1.9725  0.6925  0.0641
H  2.5938  1.7654  -0.7213
H  -2.4419  -0.9888  -0.4591
H  -2.0120  0.2053  -1.5278
H  -0.5580  -1.5020  1.3932

net charge	0
HOMO level (alpha / beta)	-9.190 / -7.959	eV
LUMO (alpha / beta)	0.45 / -0.43	eV



D | Density functional theory data (the ωB97M-V functional and the def2-TZVPD basis) for a single C4H8ClNO molecule.

Positions of all 15 atoms, in Å:
Cl  2.5465  -0.6725  -1.5902
O  -1.8033  -0.7669  -0.0794
N  0.1685  -0.3115  1.5471
C  1.0847  -0.6176  -0.6299
C  0.1533  0.5838  -0.7965
C  -1.3855  0.4071  -0.7317
C  0.9417  0.3143  0.4786
H  0.5634  -1.1515  2.1088
H  0.5177  1.4029  -1.2596
H  -0.1684  0.3459  2.2606
H  -1.4664  -0.6395  0.8825
H  -1.6627  0.3661  -1.8435
H  1.8084  1.0108  0.6564
H  0.5425  -1.6116  -0.5778
H  -1.8405  1.3400  -0.4253

net charge	0
HOMO level	-9.258	eV
LUMO	0.77	eV



In terms of stability, D leads; the second structure lies 1.228 eV higher.